Entry from OMol25: a structure of composition C32H25F9GaN4O2SSb (ωB97M-V/def2-TZVPD).

Properties
net charge: 0
ΔE to the lowest compared entry with this formula, charge and spin: 431.46 kJ/mol
molar mass: 892.1 g/mol
LUMO energy: -1.461 eV
orbital gap: 0.2194 Ha
energy: -5065.90852 Ha
spin multiplicity: 1

Geometry (Å):
Ga -0.53411 2.48751 -0.88201
S -2.51499 0.59193 -1.63076
Sb -1.59052 -1.36699 -0.96089
C -3.20935 -2.70762 -0.74817
C -4.30426 -2.59035 -1.59817
C -5.39385 -3.43447 -1.44135
C -5.39843 -4.38169 -0.42670
C -4.31219 -4.49144 0.42927
C -3.21556 -3.65561 0.26868
C -0.74634 -1.37715 0.95965
C 0.35240 -2.16197 1.29823
C 0.79305 -2.19022 2.61487
C 0.13847 -1.44166 3.58266
C -0.95822 -0.66230 3.24248
C -1.40303 -0.62638 1.92998
C -0.29740 -2.44452 -2.23100
C 1.08655 -2.43109 -2.09332
C 1.87522 -3.18953 -2.94656
C 1.28374 -3.94048 -3.95292
C -0.09555 -3.94438 -4.10132
C -0.88904 -3.20336 -3.23654
H -4.31738 -1.82332 -2.36450
H -6.24558 -3.34275 -2.10258
H -6.25524 -5.02993 -0.29728
H -4.32031 -5.22255 1.22710
H -2.36987 -3.74544 0.94147
H 0.85498 -2.76782 0.55613
H 1.64757 -2.79857 2.88200
H 0.48618 -1.46405 4.60746
H -1.46179 -0.07147 3.99527
H -2.24631 -0.00092 1.66103
H 1.56290 -1.81893 -1.33810
H 2.95148 -3.18194 -2.83514
H 1.90330 -4.51845 -4.62621
H -0.55744 -4.53205 -4.88401
H -1.96730 -3.23132 -3.34358
N 2.07847 0.45366 -4.10536
C 1.93966 0.64471 -2.76597
O 0.82277 0.96886 -2.31827
C 3.11015 0.40228 -1.95142
C 3.12898 0.68698 -0.58162
N 3.69832 0.22095 0.47671
C 4.16495 -0.38226 -2.47856
N 4.98330 -1.04086 -2.95771
H 1.22339 0.39024 -4.63173
H 2.90295 0.01044 -4.47456
F -1.58916 3.94892 4.31970
C -0.82489 3.29947 3.43309
F -0.77774 2.01874 3.80919
F 0.42689 3.78953 3.55236
C -1.30789 3.42749 1.95037
O -0.69752 2.50022 1.19657
C -0.96484 4.88441 1.46684
F -1.10534 5.81105 2.42320
F -1.73061 5.25505 0.43236
F 0.31151 4.94002 1.04476
C -2.85476 3.24645 1.90748
F -3.27624 3.10697 0.64955
F -3.21515 2.13769 2.57454
F -3.51836 4.27756 2.45296
C 3.00135 3.82698 -1.26142
C 3.00966 3.04780 -0.01767
C 3.63924 3.40028 1.22270
C 3.68704 2.29668 1.99402
C 2.94286 1.19902 1.34658
C 1.91033 0.50804 2.19753
N 2.45618 1.83950 0.08832
H 3.63030 4.70993 -1.19269
H 1.95756 4.11752 -1.45085
H 3.29772 3.20717 -2.11019
H 4.08191 4.36225 1.42645
H 4.13075 2.21690 2.97546
H 2.43214 -0.11541 2.92428
H 1.28796 -0.12671 1.56950
H 1.27434 1.22275 2.70831